# C6H4O

C6H4O as an isolated structure (ωB97M-V/def2-TZVPD, OMol25).

```
! wB97M-V def2-TZVPD RIJCOSX def2/J DEFGRID3
* xyz 0 1
C -0.894 1.595 1.281
C -0.976 0.372 1.626
C -0.191 -0.596 1.036
C -0.593 -1.185 -0.199
C 0.157 -0.498 -1.117
C 1.010 0.390 -0.378
O 1.086 -0.126 0.913
H -0.048 1.438 0.138
H -1.500 -1.750 -0.363
H 0.020 -0.478 -2.191
H 1.927 0.838 -0.747
*
```

Properties
energy above the lowest of the compared OMol25 structures with the same formula, charge and spin	598.93	kJ/mol
HOMO level	-0.3325	Eh
LUMO level	-0.79	eV
electronic energy	-8326.233	eV

Per-atom Mulliken charges, elementary charge units:
1 C -0.41
2 C -0.22
3 C 0.40
4 C -0.29
5 C -0.34
6 C -0.46
7 O -0.23
8 H 0.39
9 H 0.39
10 H 0.37
11 H 0.39